# 1
Entry from the Open Molecules 2025 dataset: a molecular structure, C9H5BCl3F11N2OPtS2 (ωB97M-V/def2-TZVPD).

## Properties
**Charge**: 0
**Frontier orbital gap**: 0.3186 hartree
**E_HOMO**: -8.8 eV
**ΔE to the lowest compared entry with this formula, charge and spin**: 4.93 kcal/mol
**LUMO energy**: -0.144 eV
**Max |F|**: 0.21 eV Å⁻¹

CARTESIAN COORDINATES (ANGSTROEM)
Pt -0.59 1.14 -0.48
F -0.07 -2.90 1.55
C 0.21 -3.05 0.25
F -0.17 -4.27 -0.11
F 1.55 -3.00 0.14
C -0.45 -1.91 -0.60
O -0.29 -0.77 0.12
C -1.95 -2.29 -0.82
F -2.10 -3.32 -1.67
F -2.65 -1.27 -1.34
F -2.52 -2.62 0.34
C 0.26 -1.87 -1.99
F 1.45 -1.27 -1.89
F 0.47 -3.09 -2.50
F -0.46 -1.18 -2.88
S 2.03 1.70 -0.57
C 2.09 0.86 0.87
N 2.60 -0.35 1.03
C 2.61 -0.91 2.38
C 1.49 -0.18 3.12
S 1.46 1.48 2.38
H 2.94 -0.85 0.23
H 3.58 -0.73 2.85
H 2.42 -1.98 2.34
H 1.68 -0.11 4.19
H 0.52 -0.65 2.94
Cl -1.86 6.37 -0.38
C -1.24 5.45 -1.76
Cl -2.40 5.46 -3.09
Cl 0.32 6.11 -2.29
C -1.03 4.07 -1.34
N -0.87 2.99 -1.01
F -3.00 0.36 0.97
B -2.54 0.97 -0.12
F -3.47 1.60 -0.85

***

# 2
Entry from the Open Molecules 2025 dataset: a single C9H5N3O3 molecule (ωB97M-V/def2-TZVPD).

## Properties
**Charge**: 0
**SMILES string**: O=C1N=NC([N+](=O)[O-])=C1c1ccccc1
**Frontier orbital gap (spin up / spin down)**: 0.1961 / 0.1908 hartree
**E_HOMO (spin up / spin down)**: -9.0 / -8.8 eV
**ΔE to the lowest compared entry with this formula, charge and spin**: 142.11 kcal/mol
**LUMO energy (spin up / spin down)**: -3.635 / -3.641 eV
**Max |F|**: 6.11 eV Å⁻¹

CARTESIAN COORDINATES (ANGSTROEM)
O -2.70 -3.14 0.01
C -3.30 -2.08 0.02
N -4.67 -1.94 0.09
N -5.09 -0.76 0.07
C -4.27 0.22 0.04
N -4.54 1.58 -0.05
O -3.60 2.36 -0.10
O -5.72 1.90 -0.07
C -2.66 -0.76 -0.02
C -1.33 -0.40 -0.02
C -0.91 0.95 0.13
C 0.42 1.26 0.15
C 1.39 0.27 0.02
C 1.00 -1.06 -0.14
C -0.32 -1.41 -0.16
H -1.67 1.72 0.21
H 0.73 2.29 0.28
H 2.44 0.52 0.05
H 1.76 -1.83 -0.26
H -0.63 -2.43 -0.28

***

# 3
Entry from the Open Molecules 2025 dataset: 23 unconnected molecules or ions with the total composition C9H62NO23 (ωB97M-V/def2-TZVPD).

## Properties
**Charge**: -1
**Frontier orbital gap**: 0.2081 hartree
**E_HOMO**: -4.2 eV
**ΔE to the lowest compared entry with this formula, charge and spin**: 52.58 kcal/mol
**LUMO energy**: 1.460 eV
**Max |F|**: 2.07 eV Å⁻¹

CARTESIAN COORDINATES (ANGSTROEM)
C 5.95 -23.92 16.25
C 5.61 -24.48 14.84
C 4.99 -25.90 15.07
C 3.60 -25.93 15.59
C 2.76 -25.16 14.60
C 3.20 -23.71 14.41
N 4.65 -23.63 14.00
O 5.10 -22.29 13.60
C 2.90 -22.83 15.64
C 2.18 -23.20 13.27
C 6.96 -24.61 14.06
H 6.89 -24.28 16.68
H 5.14 -23.94 16.99
H 6.09 -22.84 16.13
H 5.46 -26.39 15.91
H 5.08 -26.54 14.19
H 3.52 -25.55 16.61
H 3.22 -26.94 15.73
H 1.73 -25.08 14.94
H 2.71 -25.75 13.69
H 1.83 -22.78 15.85
H 3.21 -21.79 15.54
H 3.33 -23.19 16.57
H 2.17 -22.12 13.13
H 1.17 -23.55 13.48
H 2.38 -23.56 12.26
H 6.79 -25.03 13.07
H 7.68 -25.18 14.65
H 7.37 -23.62 13.85
O 4.02 -28.02 11.19
H 4.10 -27.15 11.59
H 4.56 -28.58 11.74
O 9.77 -24.09 16.14
H 9.00 -24.37 16.63
H 9.47 -23.34 15.63
O 6.77 -20.61 15.11
H 6.52 -19.76 14.75
H 6.14 -21.22 14.74
O 7.48 -21.95 12.00
H 6.80 -22.27 12.60
H 7.68 -21.07 12.32
O 9.20 -21.62 14.88
H 9.53 -21.10 14.14
H 8.26 -21.45 14.88
O 2.41 -19.40 16.57
H 1.92 -18.59 16.50
H 1.92 -19.92 17.21
O 7.44 -28.36 13.74
H 8.35 -28.66 13.64
H 7.47 -27.75 14.48
O 0.86 -28.43 16.34
H 0.63 -29.11 15.71
H 1.79 -28.25 16.19
O 7.09 -27.62 11.19
H 6.39 -26.97 11.06
H 7.13 -27.74 12.14
O 3.16 -19.67 14.06
H 3.38 -20.61 14.05
H 2.88 -19.51 14.96
O 0.25 -26.27 12.60
H -0.63 -26.40 12.23
H 0.10 -26.20 13.54
O 8.09 -27.39 16.67
H 8.14 -26.63 17.26
H 7.82 -28.11 17.23
O 8.82 -25.32 18.50
H 9.70 -25.13 18.81
H 8.27 -24.65 18.91
O 5.13 -20.74 18.57
H 4.74 -21.60 18.68
H 5.32 -20.68 17.63
O 4.03 -23.25 19.33
H 3.85 -24.09 18.92
H 3.42 -23.20 20.06
O 5.04 -28.77 16.37
H 4.43 -28.66 17.10
H 5.90 -28.59 16.74
O 2.00 -20.45 10.97
H 2.30 -20.72 10.10
H 2.65 -20.82 11.57
O 10.49 -26.64 15.54
H 10.27 -25.72 15.64
H 9.67 -27.10 15.73
O 4.60 -25.33 11.64
H 4.23 -24.85 12.38
H 4.90 -24.66 11.03
O -0.50 -20.91 11.48
H 0.42 -20.72 11.30
H -0.49 -21.45 12.27
O 1.26 -23.67 9.85
H 0.44 -23.41 9.43
H 1.90 -23.03 9.55
O 5.22 -22.95 10.51
H 4.82 -22.29 11.07
H 6.16 -22.78 10.56

***

# 4
Entry from the Open Molecules 2025 dataset: a molecular structure, C9H64NO24 (ωB97M-V/def2-TZVPD).

## Properties
**Charge**: -1
**Frontier orbital gap**: 0.1990 hartree
**E_HOMO**: -4.3 eV
**ΔE to the lowest compared entry with this formula, charge and spin**: 50.27 kcal/mol
**LUMO energy**: 1.163 eV
**Max |F|**: 3.68 eV Å⁻¹

CARTESIAN COORDINATES (ANGSTROEM)
C -1.67 -1.01 0.70
C -0.53 -0.04 0.99
C 0.65 -0.74 1.65
C 1.47 -1.65 0.70
C 1.92 -0.65 -0.35
C 0.84 0.14 -1.12
N -0.10 0.75 -0.17
O -1.06 1.66 -0.68
C 0.15 -0.80 -2.11
C 1.65 1.21 -1.86
C -1.05 0.86 2.13
H -1.40 -1.80 0.00
H -2.50 -0.41 0.31
H -2.07 -1.51 1.58
H 0.29 -1.22 2.57
H 1.30 -0.01 2.16
H 0.81 -2.42 0.29
H 2.34 -2.15 1.11
H 2.48 -1.14 -1.16
H 2.63 0.00 0.17
H -0.18 -1.75 -1.68
H 0.88 -1.10 -2.87
H -0.70 -0.29 -2.55
H 0.98 1.80 -2.50
H 2.36 0.82 -2.58
H 2.09 1.95 -1.20
H -0.29 1.51 2.57
H -1.50 0.24 2.90
H -1.75 1.61 1.77
O -3.74 -1.42 4.15
H -4.06 -1.21 3.26
H -4.44 -1.13 4.74
O 3.53 3.28 -4.07
H 2.66 3.15 -4.48
H 4.05 3.73 -4.73
O -5.32 -0.67 1.82
H -4.90 0.15 1.51
H -6.14 -0.40 2.23
O -3.67 -1.74 -1.69
H -3.72 -1.35 -0.82
H -3.59 -0.98 -2.29
O -0.19 2.19 5.02
H -0.14 2.74 4.23
H 0.68 1.81 5.12
O 1.26 -1.29 5.00
H 1.56 -0.53 4.49
H 2.06 -1.76 5.24
O 4.30 1.40 3.13
H 3.72 1.64 2.38
H 4.96 0.82 2.74
O -1.08 -4.26 0.68
H -1.41 -3.88 -0.21
H -0.63 -5.07 0.44
O -0.68 4.16 -2.34
H -0.47 3.28 -1.99
H -1.01 3.99 -3.23
O 5.08 0.74 -3.82
H 4.67 1.61 -3.75
H 4.59 0.28 -4.50
O -2.80 1.35 4.98
H -1.90 1.68 5.15
H -2.67 0.60 4.39
O 1.82 -5.01 -0.69
H 2.24 -5.56 -1.35
H 1.02 -4.68 -1.12
O 2.37 0.05 -5.18
H 1.93 0.83 -4.82
H 2.46 0.24 -6.12
O -1.59 -3.22 3.37
H -1.26 -3.40 2.47
H -2.39 -2.71 3.22
O 5.05 -0.76 -1.16
H 4.74 -0.30 -1.94
H 4.34 -0.66 -0.52
O -3.04 0.87 -2.63
H -2.46 0.69 -3.37
H -2.44 1.23 -1.94
O -1.77 -3.92 -1.42
H -2.31 -3.12 -1.28
H -1.47 -3.84 -2.34
O -0.20 -0.97 -5.80
H -0.67 -0.26 -5.36
H 0.60 -1.10 -5.28
O -1.34 -1.22 6.03
H -0.52 -1.47 5.59
H -1.96 -1.00 5.32
O 0.98 2.74 -5.16
H 0.64 2.17 -5.87
H 0.22 3.24 -4.86
O -4.13 1.69 1.09
H -4.17 2.34 1.80
H -3.27 1.82 0.68
O 3.06 2.36 0.95
H 3.36 3.09 0.40
H 2.15 2.18 0.66
O -0.14 3.99 0.90
H -0.49 3.21 0.42
H 0.02 3.67 1.79

***

# 5
Entry from the Open Molecules 2025 dataset: a single C9H6N2O molecule (ωB97M-V/def2-TZVPD).

## Properties
**Charge**: 0
**SMILES string**: N#Cc1c(O)cn2ccccc12
**Frontier orbital gap**: 0.2917 hartree
**E_HOMO**: -7.9 eV
**ΔE to the lowest compared entry with this formula, charge and spin**: 7.50 kcal/mol
**LUMO energy**: 0.058 eV
**Max |F|**: 4.12 eV Å⁻¹

CARTESIAN COORDINATES (ANGSTROEM)
N -2.93 2.49 -0.04
C -2.19 1.59 -0.03
C -1.46 0.41 -0.06
C -1.85 -0.94 -0.03
O -3.05 -1.62 0.11
C -0.70 -1.66 -0.01
N 0.37 -0.78 -0.12
C 1.73 -1.11 -0.11
C 2.61 -0.07 0.00
C 2.20 1.26 0.12
C 0.81 1.55 -0.01
C -0.05 0.51 -0.14
H -3.82 -1.05 -0.11
H -0.43 -2.71 0.13
H 1.88 -2.16 -0.06
H 3.65 -0.27 0.08
H 2.89 2.06 0.19
H 0.35 2.48 0.08

***

# 6
Entry from the Open Molecules 2025 dataset: a molecular structure, C9H6N2O5Zn (ωB97M-V/def2-TZVPD).

## Properties
**Charge**: +2
**Frontier orbital gap**: 0.3069 hartree
**E_HOMO**: -16.8 eV
**LUMO energy**: -8.402 eV
**Max |F|**: 7.86 eV Å⁻¹

CARTESIAN COORDINATES (ANGSTROEM)
O -1.39 -3.60 -1.69
C -1.50 -2.50 -1.37
Zn -1.68 -0.07 -0.62
O -4.78 0.32 -1.66
C -3.70 0.16 -1.30
C -2.03 2.14 -0.02
O -2.14 3.26 0.33
C -1.11 0.78 -2.40
O -0.75 1.27 -3.37
C -2.48 -0.44 1.24
O -2.88 -0.64 2.30
C 3.50 -0.85 0.68
N 2.19 -0.24 0.62
C 1.85 0.87 1.35
C 0.54 1.15 1.08
N 0.15 0.19 0.17
C 1.13 -0.65 -0.11
H 4.27 -0.14 0.36
H 3.74 -1.13 1.71
H 3.56 -1.73 0.05
H 2.51 1.41 2.03
H -0.11 1.96 1.47
H 1.09 -1.54 -0.82

***

# 7
Entry from the Open Molecules 2025 dataset: a single C9H7ClN2O2 molecule (ωB97M-V/def2-TZVPD).

## Properties
**Charge**: 0
**SMILES string**: NCc1ccc2c(c1Cl)C(=O)NC2=O
**Frontier orbital gap**: 0.3439 hartree
**E_HOMO**: -9.8 eV
**ΔE to the lowest compared entry with this formula, charge and spin**: 4.44 kcal/mol
**LUMO energy**: -0.396 eV
**Max |F|**: 1.99 eV Å⁻¹

CARTESIAN COORDINATES (ANGSTROEM)
N 0.39 -3.53 -0.51
C -0.67 -2.49 -0.50
C -0.12 -1.11 -0.22
C 1.21 -0.88 0.05
C 1.67 0.40 0.32
C 0.76 1.40 0.30
C -0.57 1.20 0.00
C -1.03 -0.06 -0.26
Cl -2.71 -0.34 -0.60
C -1.31 2.53 0.02
O -2.42 2.81 -0.39
N -0.37 3.39 0.58
C 0.93 2.88 0.58
O 1.92 3.54 0.80
H -0.07 -4.42 -0.36
H 0.91 -3.39 0.35
H -1.36 -2.72 0.32
H -1.27 -2.50 -1.42
H 1.92 -1.69 0.05
H 2.71 0.61 0.53
H -0.52 4.37 0.38

***

# 8
Entry from the Open Molecules 2025 dataset: a molecular structure, C9H7N2O5STi (ωB97M-V/def2-TZVPD).

## Properties
**Charge**: +1
**Frontier orbital gap (spin up / spin down)**: 0.2557 / 0.2680 hartree
**E_HOMO (spin up / spin down)**: -11.6 / -12.5 eV
**Spin multiplicity**: 3
**ΔE to the lowest compared entry with this formula, charge and spin**: 0.00 kcal/mol
**LUMO energy (spin up / spin down)**: -4.637 / -5.211 eV
**Max |F|**: 4.90 eV Å⁻¹

CARTESIAN COORDINATES (ANGSTROEM)
O 1.27 0.00 -6.80
C 1.09 0.00 -5.67
Ti 0.48 -0.05 -1.51
O 3.15 -0.02 -3.45
C 2.21 -0.02 -2.78
C -1.52 -0.08 -0.88
O -2.66 -0.08 -0.64
C 0.32 -2.22 -1.64
O 0.15 -3.34 -1.86
C 0.29 2.11 -1.55
O 0.09 3.22 -1.82
H -0.34 -0.03 -2.93
C -0.08 -1.78 2.66
N -0.29 -0.35 2.55
C -1.27 0.41 3.19
C -1.18 1.68 2.73
N -0.15 1.68 1.80
C 0.39 0.44 1.69
S 1.65 -0.13 0.68
H -0.28 -2.28 1.71
H 0.95 -2.00 2.96
H -0.75 -2.17 3.42
H -1.95 -0.05 3.88
H -1.77 2.55 2.97
H 0.18 2.49 1.29

***

# 9
Entry from the Open Molecules 2025 dataset: a gas-phase ion, C9H7N4O (charge +1) (ωB97M-V/def2-TZVPD).

## Properties
**Charge**: +1
**Frontier orbital gap (spin up / spin down)**: 0.1941 / 0.1817 hartree
**E_HOMO (spin up / spin down)**: -12.4 / -12.2 eV
**ΔE to the lowest compared entry with this formula, charge and spin**: 58.94 kcal/mol
**LUMO energy (spin up / spin down)**: -7.104 / -7.205 eV
**Max |F|**: 4.82 eV Å⁻¹

CARTESIAN COORDINATES (ANGSTROEM)
C -1.24 2.94 -0.50
C -0.10 2.17 -0.38
C -1.85 1.12 0.51
C 2.54 -0.59 0.03
C 1.60 0.14 0.75
C 2.15 -1.73 -0.69
C -2.49 -1.34 0.20
C -0.03 -1.53 0.00
C 0.19 -0.22 0.72
N -2.28 2.21 -0.03
N 0.91 -2.20 -0.57
N -0.49 1.02 0.29
N -1.32 -1.91 -0.12
O -3.66 -1.44 0.20
H -1.34 3.88 -1.08
H 1.00 2.27 -0.57
H 3.52 -0.28 0.07
H 1.75 1.10 1.20
H 2.78 -2.33 -1.48
H -0.18 -0.34 1.79
H -1.46 -2.96 -0.32

***

# 10
Entry from the Open Molecules 2025 dataset: a molecular structure, C9H7NO (ωB97M-V/def2-TZVPD).

## Properties
**Charge**: 0
**Frontier orbital gap**: 0.3176 hartree
**E_HOMO**: -8.6 eV
**ΔE to the lowest compared entry with this formula, charge and spin**: 171.31 kcal/mol
**LUMO energy**: 0.040 eV
**Max |F|**: 18.00 eV Å⁻¹

CARTESIAN COORDINATES (ANGSTROEM)
C -2.07 -0.05 -0.01
C -1.84 1.34 0.01
C -0.66 1.78 -0.06
C 0.48 0.87 0.00
C 2.73 0.58 -0.05
C 2.66 -0.77 -0.01
C 1.36 -1.39 -0.08
C 0.29 -0.49 -0.08
C -1.07 -1.01 -0.10
H -3.85 -1.36 0.53
H -3.08 1.85 -0.13
H -0.54 3.08 -0.10
H 3.74 0.81 -0.03
H 3.55 -1.76 0.18
H 1.53 -2.22 -0.20
H -1.53 -2.28 0.22
N 1.74 1.49 0.01
O -3.43 -0.50 -0.10

***

# 11
Entry from the Open Molecules 2025 dataset: a molecular structure, C9H7NO4 (ωB97M-V/def2-TZVPD).

## Properties
**Charge**: 0
**Frontier orbital gap (spin up / spin down)**: 0.2243 / 0.2247 hartree
**E_HOMO (spin up / spin down)**: -8.4 / -8.4 eV
**ΔE to the lowest compared entry with this formula, charge and spin**: 183.95 kcal/mol
**LUMO energy (spin up / spin down)**: -2.313 / -2.306 eV
**Max |F|**: 4.21 eV Å⁻¹

CARTESIAN COORDINATES (ANGSTROEM)
C 2.24 -0.44 1.37
C 2.14 0.52 0.45
C 1.27 -1.41 1.55
C 1.11 0.36 -0.61
C 0.28 -1.54 0.58
C 0.29 -0.64 -0.40
C -2.47 -0.57 -1.25
C -3.70 1.00 -1.35
C -2.83 0.41 -0.32
N -2.79 0.45 1.01
O -1.55 -1.42 -1.33
O -3.09 1.44 1.67
O -2.43 -0.62 1.52
O -3.33 -0.10 -2.26
H 2.80 -0.29 2.31
H 2.86 1.31 0.28
H 1.36 -2.20 2.28
H 1.09 1.14 -1.31
H -0.44 -2.30 0.67
H -4.81 1.05 -1.08
H -3.38 2.03 -1.79

***

# 12
Entry from the Open Molecules 2025 dataset: a single C9H7NOS molecule (ωB97M-V/def2-TZVPD).

## Properties
**Charge**: 0
**Frontier orbital gap (spin up / spin down)**: 0.1878 / 0.1681 hartree
**E_HOMO (spin up / spin down)**: -6.6 / -6.2 eV
**ΔE to the lowest compared entry with this formula, charge and spin**: 119.38 kcal/mol
**LUMO energy (spin up / spin down)**: -1.454 / -1.655 eV
**Max |F|**: 4.85 eV Å⁻¹

CARTESIAN COORDINATES (ANGSTROEM)
C -2.22 -0.22 -0.12
C -2.14 -1.59 0.13
C -1.04 0.56 -0.07
C -1.00 -2.28 0.14
C 0.18 -0.07 0.06
C 0.22 -1.51 0.02
C 1.50 0.60 0.07
C 1.35 -2.22 -0.17
C 1.72 1.86 -0.26
N 2.55 -0.20 0.37
O 2.16 -3.00 -0.41
S 4.13 0.21 0.07
H -3.25 0.31 -0.19
H -3.04 -2.24 0.08
H -1.31 1.56 -0.11
H -1.01 -3.28 0.63
H 2.69 2.23 -0.20
H 0.86 2.58 -0.48
H 4.60 -1.09 -0.09